{
  "formula": "C6H16N4",
  "method": "wB97M-V/def2-TZVPD",
  "lumo_ev": [0.07, 0.07],
  "homo_energy_ev": [-7.63, -7.63],
  "e_tot_ha": -457.0859,
  "fmax_ha_per_bohr": 0.0354,
  "charge": 0,
  "e_above_lowest_ev": 3.404,
  "homo_lumo_gap_ev": [7.697, 7.695],
  "elements": ["C", "C", "C", "C", "C", "N", "N", "H", "H", "H", "H", "H", "H", "H", "H", "H", "H", "H", "H", "N", "C", "N", "H", "H", "H", "H"],
  "positions_angstrom": [[-0.1960, 0.2949, -1.3097], [-0.3218, 1.7909, -1.3364], [-1.3599, -0.4340, -0.8455], [0.6557, -0.3140, -2.3851], [-0.7007, -0.6436, 1.9705], [-1.4561, 0.2232, 2.7138], [-0.4015, -1.8502, 2.2131], [-1.4010, 1.2079, 2.5110], [-1.6812, -0.0134, 3.6734], [-0.7729, -2.2229, 3.0925], [-0.6946, 2.1774, -0.3838], [0.6261, 2.2744, -1.5683], [-1.0462, 2.0858, -2.1050], [-1.2757, -0.5255, 0.3077], [-2.3030, 0.1013, -0.9732], [-1.4275, -1.4614, -1.1997], [0.8093, -1.3780, -2.2178], [0.1485, -0.1917, -3.3513], [1.6298, 0.1699, -2.4448], [1.8352, -1.2050, 0.2683], [1.3398, 0.0748, 0.3237], [2.1153, 1.0842, 0.4211], [2.8142, -1.2840, 0.5104], [1.2346, -1.9084, 0.6868], [1.6070, 1.9635, 0.4179], [0.2223, -0.0157, 1.0102]],
  "forces_ev_per_a": [[0.70, 0.05, 0.78], [0.03, -0.04, 0.02], [-0.19, -0.23, 0.77], [0.05, -0.03, 0.04], [1.23, 0.61, -0.23], [-0.12, 0.00, 0.09], [-0.08, -0.05, 0.01], [0.04, -0.14, 0.01], [0.03, 0.01, -0.15], [-0.07, 0.09, -0.10], [0.00, -0.02, 0.00], [0.00, -0.02, 0.01], [0.02, -0.06, 0.03], [-0.12, 0.06, -0.79], [0.02, -0.01, -0.10], [0.00, 0.05, -0.11], [-0.02, 0.02, 0.02], [-0.01, 0.04, 0.06], [-0.01, 0.02, 0.00], [-0.06, -0.08, -0.08], [0.20, 0.35, -1.17], [0.00, -0.13, 0.20], [-0.05, 0.01, 0.05], [0.06, 0.06, 0.05], [-0.05, -0.05, -0.11], [-1.59, -0.52, 0.72]],
  "nbo_charge": [0.21, -0.68, -0.70, -0.67, 0.29, -0.85, -0.79, 0.39, 0.38, 0.33, 0.21, 0.23, 0.23, 0.25, 0.23, 0.23, 0.24, 0.22, 0.23, -0.85, 0.28, -0.74, 0.38, 0.42, 0.33, 0.19]
}

---

{
  "formula": "C32H26BaBr2N8O7P2S2",
  "method": "wB97M-V/def2-TZVPD",
  "lumo_ev": 3.44,
  "homo_energy_ev": -0.94,
  "e_tot_ha": -8852.8188,
  "fmax_ha_per_bohr": 0.1745,
  "charge": -2,
  "e_above_lowest_ev": 2.497,
  "homo_lumo_gap_ev": 4.387,
  "elements": ["Ba", "C", "N", "C", "C", "C", "C", "C", "C", "N", "C", "C", "C", "C", "C", "C", "N", "C", "C", "C", "C", "C", "N", "H", "H", "H", "H", "H", "H", "H", "H", "H", "H", "H", "H", "H", "H", "H", "H", "H", "H", "O", "P", "O", "O", "O", "P", "O", "O", "O", "H", "H", "S", "C", "C", "N", "C", "S", "C", "N", "Br", "C", "C", "C", "N", "C", "C", "C", "C", "C", "Br", "C", "C", "N", "H", "H", "H", "H", "H", "H"],
  "positions_angstrom": [[-0.8563, 0.7056, 0.7707], [1.6052, -1.8304, -3.0134], [0.7142, -0.6910, -3.0585], [-0.5210, -0.9325, -3.7817], [-1.5091, -1.8438, -3.0994], [-1.5279, -3.2165, -3.3300], [-2.5268, -3.9829, -2.7536], [-3.4987, -3.3507, -1.9969], [-3.4158, -1.9708, -1.8518], [-2.4498, -1.2466, -2.3807], [1.3537, 0.5004, -3.5859], [2.5437, 0.9998, -2.8188], [3.5233, 1.7423, -3.4784], [4.5594, 2.2898, -2.7455], [4.5812, 2.0862, -1.3756], [3.5638, 1.3293, -0.8118], [2.5832, 0.7845, -1.5120], [1.2740, -2.8033, -1.9098], [1.2596, -4.1784, -2.1279], [0.9763, -5.0209, -1.0648], [0.7547, -4.4660, 0.1820], [0.8409, -3.0844, 0.3110], [1.0824, -2.2838, -0.7082], [2.6047, -1.4445, -2.7900], [1.6510, -2.3704, -3.9834], [-0.3169, -1.3441, -4.7973], [-1.0160, 0.0359, -3.8901], [-0.7778, -3.6742, -3.9591], [-2.5557, -5.0542, -2.9139], [-4.3082, -3.9068, -1.5442], [-4.1694, -1.4194, -1.3050], [0.6211, 1.3154, -3.5143], [1.6372, 0.3755, -4.6505], [3.4506, 1.9162, -4.5404], [5.3273, 2.8755, -3.2301], [5.3443, 2.5293, -0.7559], [3.5188, 1.1565, 0.2548], [1.4778, -4.5859, -3.1057], [0.9339, -6.0935, -1.2130], [0.5269, -5.0843, 1.0370], [0.7098, -2.5971, 1.2628], [-3.4011, 0.2046, 3.2241], [-3.5592, 0.7065, 1.6978], [-4.9789, 0.7862, 1.2945], [-2.6445, 1.8713, 1.5058], [-2.8630, -0.5446, 0.8133], [-2.2008, -1.6841, 1.7305], [-1.8846, -2.7990, 0.5598], [-3.1966, -2.3311, 2.6436], [-0.9170, -1.1783, 2.2714], [-3.4352, -0.7642, 3.1010], [-2.6749, -3.3330, 0.5713], [-0.2948, 2.7429, -1.7073], [1.1665, 3.6276, -1.4172], [1.6793, 4.2458, -2.5606], [2.0883, 4.7139, -3.5345], [1.8624, 3.7592, -0.2240], [1.4876, 3.0133, 1.2845], [3.0196, 4.5474, -0.2055], [3.9800, 5.1875, -0.1594], [6.2064, -0.9819, 4.3026], [4.5232, -0.7818, 3.4128], [4.3891, -1.2056, 2.0983], [3.1574, -0.9683, 1.4910], [2.1316, -0.4385, 2.1144], [2.2467, -0.1044, 3.3958], [3.4661, -0.2230, 4.0892], [1.0367, 0.3287, 4.0978], [0.8246, -0.0923, 5.4158], [-0.3566, 0.2785, 6.0198], [-0.7035, -0.2968, 7.8070], [-1.2807, 1.0599, 5.3574], [-0.9616, 1.4254, 4.0524], [0.1464, 1.0710, 3.4486], [5.2022, -1.6802, 1.5713], [2.9790, -1.2268, 0.4579], [3.5722, 0.1350, 5.1039], [1.5362, -0.7313, 5.9188], [-2.2199, 1.3480, 5.8034], [-1.6574, 2.0147, 3.4755]],
  "forces_ev_per_a": [[7.67, 2.93, -3.63], [-0.04, 0.11, 0.00], [0.02, -0.06, -0.04], [0.16, 0.07, -0.07], [-0.01, -0.23, -0.41], [-0.09, 0.01, 0.04], [0.01, 0.04, -0.01], [-0.02, 0.05, -0.15], [-0.37, -0.34, 0.05], [0.13, 0.54, 0.14], [-0.06, 0.16, -0.23], [0.27, 0.02, -0.23], [-0.05, -0.15, 0.10], [-0.06, -0.13, 0.13], [-0.02, -0.07, -0.07], [0.38, -0.01, 0.04], [-0.24, -0.38, 0.13], [0.21, -0.40, -0.32], [0.10, 0.06, 0.11], [0.06, 0.05, 0.04], [0.10, -0.06, -0.01], [0.04, -0.51, 0.05], [-0.06, 0.50, 0.14], [-0.04, -0.09, -0.10], [0.01, 0.10, 0.09], [0.01, 0.11, 0.12], [0.02, -0.13, -0.04], [0.06, 0.02, -0.02], [0.01, -0.02, 0.03], [-0.06, 0.01, 0.02], [-0.04, -0.02, 0.16], [0.02, -0.07, -0.11], [0.00, -0.02, 0.05], [-0.05, 0.00, -0.15], [0.01, 0.11, -0.03], [0.04, 0.05, 0.09], [0.09, 0.17, 0.06], [-0.07, 0.05, -0.13], [0.00, -0.02, 0.02], [-0.04, -0.01, 0.10], [-0.09, 0.02, 0.25], [0.20, 0.73, -1.12], [-4.06, 1.35, 0.69], [0.54, -0.18, -0.08], [-1.65, 0.93, 0.69], [-1.91, -0.54, 0.86], [0.08, -4.60, -0.01], [0.20, 1.10, 0.85], [0.00, 0.65, -0.28], [0.00, -1.02, 0.46], [-0.69, -1.04, 1.39], [-0.40, -0.56, -0.27], [-0.37, 0.00, 0.20], [-0.10, -0.40, 1.48], [0.55, 0.71, -1.04], [0.02, 0.11, -0.11], [-1.29, -0.66, -0.60], [-0.29, -0.19, 0.20], [0.98, 0.83, -0.13], [0.11, 0.06, 0.02], [-0.22, 0.01, -0.11], [0.34, -0.23, -0.30], [-0.11, 0.21, 0.30], [0.66, -0.32, -0.11], [-0.89, 0.26, 0.37], [1.10, -0.30, -0.17], [-0.54, 0.16, -0.14], [-0.66, 0.12, 0.92], [0.22, 0.01, -0.44], [-0.31, 0.22, 0.21], [0.01, 0.03, -0.13], [0.26, -0.18, 0.10], [-0.40, 0.28, 0.68], [0.61, -0.16, -0.33], [0.03, 0.05, -0.07], [0.07, -0.02, -0.21], [-0.03, -0.05, -0.02], [-0.01, 0.02, 0.01], [-0.02, -0.01, -0.01], [-0.02, 0.14, 0.01]],
  "mulliken_charge": [0.79, -0.83, 1.25, -1.31, 0.67, -0.33, -0.42, -0.67, -0.57, -0.30, -1.56, 1.06, -1.38, -0.67, -0.94, -0.23, 0.93, 0.43, -0.96, -0.65, -1.27, -0.09, 0.58, 0.41, 0.08, 0.29, 0.54, 0.41, 0.39, 0.51, 0.54, 0.40, 0.28, 0.40, 0.33, 0.53, 0.29, 0.45, 0.37, 0.49, 0.60, -0.45, 0.73, -0.83, -0.59, -0.33, 0.77, -0.55, -0.89, 0.04, 0.36, 0.21, -0.25, 0.27, -0.01, -0.75, 0.50, -0.40, -0.04, -0.74, -0.24, -0.23, -0.91, -0.48, 0.92, 0.20, -0.71, 0.38, -0.99, -0.13, -0.25, -1.00, -0.37, 0.31, 0.50, 0.46, 0.62, 0.60, 0.45, 1.00]
}

---

{
  "formula": "C4H5Cl2N2",
  "method": "wB97M-V/def2-TZVPD",
  "smiles": "Cn1c(Cl)c[nH+]c1Cl",
  "lumo_ev": -3.77,
  "homo_energy_ev": -13.71,
  "e_tot_ha": -1185.0450,
  "fmax_ha_per_bohr": 0.0708,
  "charge": 1,
  "e_above_lowest_ev": 0.000,
  "homo_lumo_gap_ev": 9.936,
  "elements": ["C", "N", "C", "Cl", "C", "N", "C", "Cl", "H", "H", "H", "H", "H"],
  "positions_angstrom": [[-0.0936, 0.3733, -1.8090], [-0.0518, 0.0971, -0.3978], [-1.0817, -0.0045, 0.5258], [-2.7064, 0.3027, 0.0499], [-0.5107, -0.3089, 1.7340], [0.8102, -0.3596, 1.6207], [1.0857, -0.1353, 0.2368], [2.6606, -0.1286, -0.3247], [0.9098, 0.2289, -2.3787], [-0.8411, -0.3374, -2.0867], [-0.4701, 1.4261, -2.1565], [-1.0696, -0.3346, 2.6312], [1.3588, -0.8192, 2.3551]],
  "forces_ev_per_a": [[0.07, 1.57, -2.57], [1.99, 0.56, 1.16], [-0.43, 0.12, 0.02], [0.89, -0.22, 0.38], [-2.98, 0.88, -0.89], [1.11, -0.20, -3.00], [0.64, -0.59, 3.53], [-0.13, -0.01, -0.27], [-1.78, -0.13, 1.52], [-0.32, -0.38, -1.28], [0.61, -1.79, 1.39], [-0.09, -0.37, 0.86], [0.41, 0.56, -0.83]],
  "nbo_charge": [-0.45, -0.30, 0.08, 0.13, -0.04, -0.47, 0.35, 0.19, 0.27, 0.24, 0.27, 0.27, 0.47]
}

---

{
  "formula": "C3H10N3S",
  "method": "wB97M-V/def2-TZVPD",
  "lumo_ev": [-7.31, -7.32],
  "homo_energy_ev": [-12.90, -12.89],
  "e_tot_ha": -682.3859,
  "fmax_ha_per_bohr": 0.0648,
  "charge": 1,
  "e_above_lowest_ev": 4.207,
  "homo_lumo_gap_ev": [5.580, 5.580],
  "elements": ["C", "C", "C", "N", "N", "N", "S", "H", "H", "H", "H", "H", "H", "H", "H", "H", "H"],
  "positions_angstrom": [[0.9199, 1.5730, 0.8415], [-0.3792, 2.3100, 0.6888], [1.0973, 0.3374, -0.0441], [0.1249, -0.1786, -0.6253], [-0.8442, 2.1156, 3.1554], [-0.9349, -2.6960, -1.6914], [-1.6994, 1.9338, 1.8849], [1.7735, 2.2199, 0.7548], [1.0729, 1.2450, 1.8561], [-0.1758, 3.4014, 0.9879], [-0.8815, 2.2589, -0.4077], [2.0826, 0.0082, -0.0148], [-1.5156, 2.1052, 4.0451], [-1.8696, -2.4472, -1.4059], [0.1567, -1.1241, -1.0873], [-1.0615, -3.0120, -2.7476], [-0.6801, -3.5205, -1.1774]],
  "forces_ev_per_a": [[0.27, -1.08, -0.46], [-1.38, 1.81, -2.13], [-1.61, 1.12, 0.53], [-1.04, -0.58, -0.01], [-2.79, -0.06, 1.82], [-0.24, -0.54, -3.25], [1.88, 0.23, 0.17], [0.23, 0.69, -0.55], [-0.25, -0.32, 0.68], [-0.55, -1.33, -0.65], [1.26, -0.04, 2.60], [1.93, -1.04, -0.15], [1.65, -0.24, -2.00], [-0.25, 0.06, 0.17], [0.33, 0.99, 0.16], [0.50, 0.80, 2.95], [0.05, -0.47, 0.12]],
  "nbo_charge": [-0.50, -0.61, 0.15, -0.65, -0.66, -1.09, 1.12, 0.26, 0.25, 0.29, 0.31, 0.17, 0.42, 0.37, 0.43, 0.38, 0.37]
}

---

What is the formula in the second record?
C32H26BaBr2N8O7P2S2

---

Number 3 is which compound?
C4H5Cl2N2